1.
# C60H163N9O26

A 17-piece molecular cluster, C60H163N9O26 overall (ωB97M-V with the def2-TZVPD basis set, the OMol25 dataset).

```
258
Properties=species:S:1:pos:R:3:forces:R:3
C 17.0702 26.5282 25.1889 -1.14 0.08 0.57
O 18.2464 27.2299 24.9337 1.27 0.58 0.87
C 19.0717 27.4556 26.1088 0.45 -0.30 -0.95
C 20.5355 27.5021 25.7226 0.11 1.38 1.80
N 20.7081 28.6885 24.9050 -1.54 -0.41 0.06
C 21.8875 28.7366 24.1332 1.42 0.05 -0.64
C 22.0346 27.6052 23.1091 -0.58 -0.98 0.51
O 22.9116 27.9897 22.1092 0.25 0.89 -0.72
C 23.0984 27.0095 21.1201 -1.29 0.89 -0.40
H 17.2654 25.5221 25.6038 0.01 0.32 0.07
H 16.5897 26.3820 24.2175 -0.16 0.11 0.17
H 16.3649 27.0954 25.8857 0.79 -0.67 -0.82
H 18.9741 26.6504 26.8019 -0.53 -0.70 0.61
H 18.8940 28.4029 26.6000 -0.76 0.32 0.03
H 20.8217 26.5585 25.2800 0.37 -0.36 -0.23
H 21.1057 27.7118 26.7129 -0.64 -0.81 -1.49
H 19.8884 28.7203 24.2895 0.40 0.19 0.10
H 22.7625 28.7959 24.8125 -0.29 -0.01 -0.44
H 21.8407 29.6481 23.5323 0.30 0.09 0.09
H 21.0079 27.4014 22.7254 0.42 0.18 -0.14
H 22.3858 26.6175 23.5091 -0.19 0.68 0.22
H 22.1896 26.7659 20.5504 -0.31 0.02 0.43
H 23.4441 26.1423 21.5966 0.81 -1.60 0.37
H 23.7525 27.3865 20.3649 0.90 0.27 -0.16
C 16.6776 16.5335 22.6868 1.10 -2.88 0.54
O 16.7739 16.9148 21.3363 -0.35 -0.35 -0.33
C 17.2645 15.8753 20.4658 0.49 0.50 0.93
C 18.8194 15.8907 20.4679 -0.32 -0.06 1.58
N 19.3583 14.7121 19.8228 1.13 0.57 0.56
C 20.8325 14.8391 19.5779 -1.23 0.24 0.50
C 21.2868 13.5226 18.9750 0.11 0.87 -1.55
O 20.4346 13.2064 17.8238 1.10 -0.77 0.32
C 20.4677 11.7988 17.4366 0.11 1.33 -0.57
H 17.5766 16.8496 23.2685 -0.72 -0.02 -0.28
H 16.6130 15.3526 22.8304 0.39 2.09 -0.55
H 15.7556 16.8219 23.1538 -0.39 0.91 0.01
H 16.7904 16.0143 19.4735 0.59 0.19 0.37
H 16.8970 14.9377 20.8560 -0.02 -0.55 0.01
H 19.2805 15.9608 21.5152 -1.09 -0.32 -1.03
H 19.1029 16.8426 20.0543 0.44 0.57 -0.74
H 18.9595 14.6949 18.9134 -0.44 -0.46 -0.98
H 21.3478 14.9480 20.5677 -0.37 0.11 -0.83
H 20.9927 15.7623 18.9578 0.44 -0.88 0.32
H 21.1483 12.7647 19.7092 -0.02 -0.76 0.67
H 22.3767 13.6267 18.7207 -0.87 -0.42 -0.19
H 21.4938 11.4229 17.3262 -0.13 0.13 0.22
H 19.9882 11.7142 16.4425 0.19 0.26 0.52
H 19.8998 11.1896 18.1249 -0.05 -0.17 0.43
C 10.2570 21.2210 14.7812 -0.99 0.39 1.17
O 10.8243 22.5223 14.9521 -1.01 -1.27 0.38
C 11.9377 22.7840 14.1457 -0.63 1.46 -0.31
C 12.4756 24.1054 14.6514 1.73 1.12 -0.37
N 13.0543 23.9129 16.0587 -2.61 -0.88 -2.15
C 13.4478 25.1369 16.7169 0.02 0.23 -0.20
C 12.2337 25.8948 17.2312 -0.02 -0.31 0.04
O 11.5676 25.0726 18.2145 0.88 -0.07 -0.54
C 10.4496 25.7345 18.6862 -1.21 0.09 1.03
H 10.9995 20.4849 14.5073 0.18 -0.15 -0.49
H 9.3513 21.2242 14.1470 0.74 0.10 -0.40
H 9.8387 20.8741 15.7485 0.45 0.39 -0.19
H 11.6376 22.9121 13.0902 0.13 -0.18 0.15
H 12.6724 22.0043 14.2220 0.52 -0.42 0.07
H 11.7236 24.9646 14.5024 0.67 -1.32 0.63
H 13.3083 24.3799 13.9537 -0.41 -0.20 0.66
H 12.1760 23.5253 16.4964 1.52 0.45 0.20
H 14.1642 25.7235 16.0849 -1.00 -0.21 0.26
H 14.0622 24.8321 17.5453 0.17 0.08 0.73
H 11.4822 26.0403 16.4411 0.35 0.30 -0.05
H 12.4850 26.8142 17.7385 0.26 0.53 -0.13
H 10.6499 26.6468 19.2503 0.53 0.31 -0.24
H 9.9930 25.0931 19.4487 -0.28 -0.11 -0.43
H 9.7394 26.0052 17.8893 0.07 -0.32 0.11
C 20.2326 20.4918 29.0386 -1.24 -0.28 0.16
O 21.1084 21.3724 28.4258 0.57 0.42 -0.51
C 22.4399 20.9814 28.6594 0.15 1.08 1.41
C 23.4057 21.9868 28.0173 0.68 -1.20 0.83
N 23.2288 22.2119 26.6339 -1.79 0.44 -1.23
C 23.6703 21.2186 25.6857 2.07 1.24 -0.02
C 23.4879 21.6867 24.2831 1.56 0.37 -1.44
O 24.4355 22.7411 24.0014 -0.82 -0.74 0.80
C 24.0424 23.3860 22.8275 2.24 -0.85 -0.98
H 19.3099 20.5666 28.4435 -0.12 -0.02 0.68
H 20.0895 20.8166 30.0946 -0.16 -0.59 -0.54
H 20.5439 19.4262 28.9620 0.10 0.57 0.23
H 22.5141 19.9778 28.2868 0.63 -0.66 -0.56
H 22.6427 20.8977 29.7743 -0.19 0.29 -0.96
H 24.3485 21.4393 28.1363 0.43 0.71 0.22
H 23.4257 22.9879 28.4865 -0.06 -0.77 0.39
H 22.2285 22.3792 26.5054 0.30 0.26 -0.31
H 23.3239 20.2422 25.7820 -1.22 -1.90 0.41
H 24.7547 21.1423 25.8331 0.06 -0.09 -0.04
H 22.5119 22.0713 24.1039 -1.22 0.37 0.07
H 23.6574 20.9376 23.4619 -0.16 -0.02 1.04
H 24.8837 24.1221 22.6601 -1.43 -0.43 -0.28
H 23.0466 23.7573 22.9069 -0.73 0.96 0.07
H 24.0036 22.6186 21.9916 0.23 0.84 0.40
C 18.3409 22.5130 13.4565 0.28 -0.33 0.39
O 17.1316 23.0229 13.9554 -0.38 -0.25 0.02
C 16.1326 22.0544 14.3593 1.80 0.57 0.30
C 15.4357 21.5036 13.1712 -0.81 -0.99 -0.29
N 14.8440 22.6217 12.4454 -0.29 -0.99 -1.36
C 14.6528 22.3292 11.0157 -0.60 1.25 -0.26
C 15.8967 21.9745 10.2318 0.96 -1.06 0.88
O 16.8654 22.9753 10.3573 0.71 0.73 -0.01
C 18.0584 22.7710 9.5872 -1.71 0.28 -0.61
H 18.8908 23.3466 13.0723 0.34 0.54 -0.21
H 18.2538 21.7880 12.6579 -0.47 -0.23 -0.38
H 18.9449 22.0464 14.2369 -0.03 0.00 0.29
H 15.4900 22.6729 14.9216 -1.19 0.46 0.82
H 16.5973 21.3319 15.0439 -0.15 -0.21 -0.31
H 14.5700 20.8512 13.4733 0.89 0.28 -0.02
H 16.1446 20.8424 12.6040 -0.55 0.65 0.20
H 15.4204 23.4296 12.4773 0.86 0.60 0.37
H 14.1493 23.2123 10.5421 0.44 -0.60 0.42
H 13.9585 21.5108 10.9251 -0.36 -0.49 -0.09
H 15.7196 21.7038 9.2021 -0.48 0.24 -0.65
H 16.3185 21.0489 10.6726 -0.08 0.06 -0.16
H 18.7980 23.4875 9.8915 0.19 0.37 0.24
H 17.8012 22.9370 8.5190 0.35 -0.16 0.39
H 18.4448 21.7746 9.7097 0.20 -0.61 0.13
C 18.8263 33.7094 20.7014 0.63 -1.28 -1.01
O 18.2414 32.6823 21.4981 0.24 -0.36 -0.20
C 17.7457 31.5677 20.7167 0.31 0.70 0.53
C 16.9528 30.6476 21.6714 1.50 -0.31 -0.41
N 15.7625 31.2434 22.1909 -1.10 -1.07 0.13
C 15.2911 30.3966 23.3103 -1.39 1.55 -0.27
C 13.8386 30.7859 23.6828 2.34 0.82 1.18
O 13.3763 29.9706 24.7328 0.03 -0.09 -0.28
C 11.9952 30.1699 24.8752 0.03 -0.71 0.39
H 18.4517 33.5685 19.6348 0.38 0.75 1.16
H 19.9490 33.5893 20.6675 -1.00 0.12 0.04
H 18.5923 34.6801 21.1365 -0.15 -0.04 -0.19
H 18.5509 31.0308 20.1300 -0.57 0.39 0.93
H 17.1135 32.0773 19.9774 -0.42 -0.71 -0.09
H 17.5964 30.2677 22.5502 -0.30 0.45 -1.40
H 16.6489 29.7812 21.0627 0.19 0.06 0.30
H 15.9120 32.1829 22.4998 0.29 0.43 0.28
H 15.9493 30.5407 24.1446 0.34 -0.05 0.88
H 15.2994 29.3504 23.0775 0.14 -0.57 -0.58
H 13.2079 30.6942 22.8608 -1.07 -0.33 -1.80
H 13.8278 31.8779 23.9522 -0.09 -0.69 0.12
H 11.8143 31.2055 24.9462 -0.50 1.52 -0.02
H 11.6839 29.7433 25.8051 -0.11 -0.46 0.63
H 11.3611 29.7463 24.0936 0.31 -0.10 -0.36
C 17.4684 26.8919 21.3334 1.58 0.52 -0.47
O 18.2766 26.7673 20.1196 -0.36 -0.07 2.36
C 17.5619 27.0287 18.9236 1.48 -0.82 0.36
C 16.6524 25.8746 18.5699 0.65 0.97 -1.34
N 17.3253 24.5981 18.7336 -0.93 -0.47 0.64
C 16.2989 23.4956 18.6891 -0.06 1.52 0.36
C 16.6732 22.3803 19.5900 0.35 -1.32 0.66
O 16.4466 22.7101 20.9719 -1.16 2.92 -1.80
C 17.0250 21.9237 21.8840 -0.30 -4.14 1.24
H 18.1495 26.9633 22.2152 -0.47 -0.09 -0.78
H 16.7795 26.0835 21.4603 -0.33 -0.76 0.02
H 16.8928 27.7971 21.2509 -0.27 0.35 0.13
H 18.4262 27.0335 18.2685 -0.30 0.48 -0.94
H 17.0753 27.9922 19.0333 -0.34 0.09 -0.44
H 16.4433 26.0170 17.5147 -0.46 0.01 -0.32
H 15.7452 25.9806 19.1093 -1.09 -0.22 0.60
H 17.6069 24.6671 19.7146 0.48 -0.66 -0.20
H 16.0350 23.1765 17.6480 0.47 0.23 0.87
H 15.4039 23.9026 19.1857 -0.29 -0.07 -0.63
H 17.7053 22.0540 19.4786 0.12 -0.04 -0.09
H 16.0182 21.5423 19.4054 -0.14 -0.60 -0.39
H 16.5035 20.8758 21.9336 0.44 1.43 0.02
H 16.9549 22.3295 22.8965 0.21 0.20 -0.33
H 18.0167 21.6315 21.5766 0.85 0.32 0.30
C 19.0334 19.1349 17.9904 -0.81 1.08 -0.29
O 19.1800 20.4609 18.4305 0.65 0.90 -0.21
C 20.1207 21.2323 17.6404 1.14 0.94 2.42
C 20.3961 22.5914 18.3827 -0.99 -1.70 0.29
N 21.2927 23.3953 17.5574 -0.97 0.05 0.93
C 22.1256 24.2769 18.3879 0.03 -1.23 -2.12
C 23.2775 24.6700 17.5412 -0.03 1.04 -0.10
O 22.7967 25.4548 16.4460 -0.37 -0.36 0.66
C 23.8555 26.0324 15.7829 1.67 -1.12 -0.59
H 18.6666 19.1822 16.9869 -0.11 -0.36 -1.09
H 18.2746 18.6132 18.5491 -0.22 0.04 0.64
H 19.9450 18.6088 18.0368 1.27 -0.81 0.02
H 19.7801 21.5473 16.6788 -0.56 -0.54 -1.04
H 21.1437 20.7882 17.6365 -0.85 -0.38 -0.44
H 20.7916 22.2965 19.3840 0.15 0.57 -0.70
H 19.4265 23.0674 18.5794 0.21 0.14 -0.02
H 20.6781 23.9062 16.9240 0.38 0.17 -0.05
H 22.4751 23.6146 19.1251 0.68 -0.52 1.42
H 21.6956 25.1405 18.8436 -0.82 0.64 0.29
H 23.9230 23.8684 17.2314 -0.21 -0.89 -0.66
H 23.9501 25.2696 18.1117 0.60 1.02 0.72
H 24.5592 26.5231 16.4509 0.15 0.12 0.29
H 23.5576 26.7258 15.0576 -0.99 1.20 -0.86
H 24.4118 25.2773 15.1901 0.04 0.05 0.41
C 20.5298 19.2778 22.0546 -0.49 1.19 -1.61
O 21.3711 18.5516 21.1615 0.60 0.94 -0.07
C 22.6243 19.2332 21.0651 0.24 0.15 -0.78
C 23.5582 18.5214 20.0369 -1.43 -1.30 0.48
N 22.9556 18.6312 18.7347 -1.25 0.03 -2.51
C 23.8156 18.3099 17.5431 1.25 -0.14 2.30
C 23.0160 18.0164 16.3276 1.06 1.46 0.50
O 22.2621 16.9401 16.6327 -2.23 -1.74 0.06
C 21.5470 16.4922 15.5065 -0.39 -1.36 0.43
H 20.2783 20.3481 21.6251 0.56 -1.86 0.76
H 20.9870 19.3831 23.0427 -0.18 -0.05 0.04
H 19.6101 18.6996 22.0406 -0.21 0.15 0.51
H 23.0656 19.2108 22.0367 0.66 -0.17 0.96
H 22.4682 20.3391 20.8656 0.09 -1.12 -0.41
H 23.6688 17.4058 20.3436 -0.02 1.52 -0.13
H 24.5611 18.9501 19.9967 -0.14 0.19 0.22
H 22.0145 18.1393 18.5982 2.08 0.82 0.77
H 24.4055 17.3981 17.8568 -0.23 0.59 -0.75
H 24.5599 19.1051 17.2680 -0.69 -0.34 0.69
H 23.7012 17.7786 15.5216 0.23 0.15 -0.54
H 22.4252 18.9095 16.0924 -0.18 0.00 -0.32
H 22.2520 16.3235 14.7293 0.71 -0.14 -1.07
H 20.7893 17.1667 15.1183 -0.21 0.39 0.30
H 21.1060 15.4996 15.7192 0.02 0.64 0.19
O 18.5695 24.4779 16.1225 -0.30 -0.24 -1.89
H 18.2609 24.5264 17.0231 -0.57 -0.01 1.00
H 17.7980 24.3127 15.5181 1.03 0.06 0.91
O 19.9801 20.8142 25.5794 0.92 0.21 -0.82
H 20.4357 21.1048 26.3683 0.22 0.15 0.58
H 19.1356 20.5214 25.8704 -1.08 -0.36 0.33
O 12.1546 23.4544 20.3808 1.22 0.50 -0.39
H 11.3348 23.0350 20.5283 -1.35 -0.77 0.43
H 12.1102 23.8057 19.4768 -0.02 0.29 -0.13
O 14.2957 27.9694 19.1091 0.33 2.15 0.50
H 14.2853 27.7621 20.1158 0.26 0.63 -1.55
H 14.5001 28.9620 18.9505 -0.58 -2.64 0.81
O 14.3798 24.5211 21.3938 -2.42 1.27 0.05
H 13.4879 24.1456 21.1180 1.48 -0.06 0.33
H 15.0969 23.9222 21.3378 1.07 -1.61 -0.29
C 19.8159 23.5792 23.0939 1.05 0.54 -0.23
C 20.2319 24.8522 22.3388 -0.58 -0.36 -0.10
O 19.8746 24.6320 20.9760 0.19 0.19 -0.34
H 18.7270 23.5387 23.1503 0.23 -0.20 -0.14
H 20.2149 23.6608 24.1091 -0.05 -0.32 0.06
H 20.2544 22.6947 22.5777 -0.48 0.45 0.47
H 21.3053 25.1268 22.4789 -0.64 -0.54 -0.36
H 19.6595 25.6741 22.7696 0.00 0.19 -0.03
H 19.4830 25.4021 20.5035 0.34 -0.14 0.73
C 12.1164 27.8534 21.8205 0.15 -0.97 -1.87
C 13.3348 27.2039 22.3998 -1.04 -0.74 2.57
O 14.4447 27.0502 21.5926 0.45 1.03 -0.92
H 11.7837 27.1518 21.0528 -0.10 0.29 -0.50
H 12.2962 28.8020 21.3615 0.21 0.71 -0.31
H 11.2587 27.9267 22.4408 -0.41 0.11 1.22
H 13.0084 26.1904 22.7077 0.19 0.38 0.20
H 13.6118 27.7381 23.3129 0.22 -0.02 0.05
H 14.5065 26.0972 21.3718 0.10 -0.42 0.02
C 22.1534 29.6816 17.3803 -0.50 -0.13 0.21
C 21.6481 28.2898 17.8812 1.35 0.98 -2.01
O 20.9341 27.6198 16.8671 -0.97 0.72 0.45
H 21.4015 30.3563 16.8892 0.16 -0.65 1.11
H 22.8607 29.5692 16.5617 0.45 -0.33 0.18
H 22.6496 30.1247 18.2668 -0.22 0.33 -0.69
H 21.1013 28.3983 18.7818 -1.05 0.07 0.80
H 22.5533 27.7456 18.1454 0.15 -0.32 0.06
H 21.4249 26.8764 16.5378 0.52 -0.76 0.00
```
Positions in Å, forces in eV/Å.

- E_LUMO: 0.4400 eV
- Spin multiplicity: 1
- Energy: -131493.84692 eV
- HOMO energy: -8.168 eV

Atom charges from the Löwdin analysis, given in e for atoms 1 to 6:
1. C -0.125
2. O -0.216
3. C -0.201
4. C -0.216
5. N -0.079
6. C -0.214

***

2.
# C4H3BrF3I

A 2-piece molecular cluster, C4H3BrF3I overall (ωB97M-V with the def2-TZVPD basis set, the OMol25 dataset).

```
12
Properties=species:S:1:pos:R:3:forces:R:3
C -0.3896 0.2045 -0.2505 -1.61 0.82 -0.70
C 0.3492 -0.6961 0.3782 1.89 -0.49 -0.09
C 1.6842 -1.1148 0.0075 3.22 -1.58 2.21
C 2.8104 -0.3596 -0.6951 -0.86 2.71 -0.77
F 2.7318 -0.8520 1.9448 -1.45 -0.10 -2.41
F 3.9631 -0.9638 -0.7917 0.12 -0.48 0.34
F 2.3779 -0.1191 -1.9928 -0.11 -0.58 0.52
Br 2.1691 -2.9963 0.1013 -1.02 1.37 -0.21
I 3.1460 1.7188 0.0672 -0.24 -1.12 -0.10
H -1.3608 0.4429 0.1774 0.11 -0.16 0.24
H -0.3184 0.7383 -1.2341 0.99 -0.88 1.05
H 0.1997 -1.2374 1.3136 -1.05 0.50 -0.07
```
Positions in Å, forces in eV/Å.

- E_LUMO: -2.4368 eV
- Spin multiplicity: 1
- Energy: -90487.80727 eV
- HOMO energy: -9.720 eV

Atom charges from the Löwdin analysis, given in e for atoms 1 to 6:
1. C 0.076
2. C -0.210
3. C -0.496
4. C -0.952
5. F -0.456
6. F 0.028